Below is a 2-piece molecular cluster, C4H10NO3 overall at a distorted geometry, with properties calculated with ωB97M-V with the def2-TZVPD basis set.

Each atom is followed by the atoms it is bonded to, with distances in Å.
CARTESIAN COORDINATES (ANGSTROEM)
1 O -2.964 0.293 -1.745  C2 1.219
2 C -2.003 -0.404 -1.464  O1 1.219, N3 1.342, H8 1.100
3 N -1.072 -0.142 -0.534  C2 1.342, C4 1.456, H9 1.019
4 C -0.037 -1.095 -0.161  N3 1.456, C5 1.532, H10 1.084, H11 1.092
5 C 0.995 -0.436 0.761  C4 1.532, C6 1.555, H12 1.098, H13 1.089
6 C 0.489 0.051 2.148  C5 1.555, O7 1.351, H14 1.118, H15 1.116
7 O 1.374 0.887 2.733  C6 1.351
8 H -1.828 -1.341 -2.012  C2 1.100
9 H -1.191 0.723 -0.009  N3 1.019
10 H 0.509 -1.355 -1.061  C4 1.084
11 H -0.445 -1.977 0.337  C4 1.092
12 H 1.799 -1.157 0.958  C5 1.098
13 H 1.524 0.415 0.334  C5 1.089
14 H -0.487 0.567 1.973  C6 1.118
15 H 0.321 -0.867 2.760  C6 1.116
16 H 0.366 1.505 -1.618  O18 0.966
17 H 1.705 2.154 -1.402  O18 0.966
18 O 0.944 2.178 -1.998  H16 0.966, H17 0.966

Energy: -438.88851 hartree
Net charge: -1
E_HOMO: -2.710 eV
Orbital gap: 0.22975 Eh

---

Below is the molecule C2H3Cl2N at a distorted geometry, with properties calculated with ωB97M-V with the def2-TZVPD basis set.

Each atom is followed by the atoms it is bonded to, with distances in Å.
CARTESIAN COORDINATES (ANGSTROEM)
1 H 0.597 -2.252 0.633  N2 1.091
2 N -0.393 -1.794 0.623  H1 1.091, C3 1.314
3 C -0.492 -0.538 0.247  N2 1.314, Cl4 1.770, C5 1.894
4 Cl -2.181 -0.017 0.166  C3 1.770
5 C 0.414 1.036 -0.287  C3 1.894, Cl6 1.813, H7 1.084, H8 1.025
6 Cl 1.875 0.576 -1.257  C5 1.813
7 H 0.586 1.571 0.641  C5 1.084
8 H -0.406 1.418 -0.768  C5 1.025

Energy: -1053.06705 hartree
Net charge: 0
E_HOMO: -10.214 eV
Orbital gap: 0.40207 Eh
SMILES: [H]/N=C(/Cl)CCl